one.
Entry from OMol25: the ion C3H6N3 with charge +1 (wB97M-V/def2-TZVPD).

Spin multiplicity = 1
LUMO energy = -5.15 eV
Kohn-Sham gap = 9.5 eV
HOMO = -14.69 eV
Total charge = +1
SMILES string = C=CN(C)[N+]#N

Last columns: bonded neighbours and bond lengths (Å).
CARTESIAN COORDINATES (ANGSTROEM)
1 C 1.642 -1.322 0.507  C2 1.335, H7 1.028, H8 1.067
2 C 0.728 -0.494 -0.006  C1 1.335, N3 1.393, H9 1.158
3 N -0.328 0.164 0.618  C2 1.393, C4 1.527, N5 1.231
4 C -1.459 0.932 -0.062  N3 1.527, H10 1.165, H11 1.138, H12 0.991
5 N -0.469 -0.071 1.818  N3 1.231, N6 1.105
6 N -0.447 -0.141 2.921  N5 1.105
7 H 1.545 -1.627 1.484  C1 1.028
8 H 2.415 -1.870 0.017  C1 1.067
9 H 0.667 -0.241 -1.134  C2 1.158
10 H -2.450 0.695 0.502  C4 1.165
11 H -1.170 2.030 0.025  C4 1.138
12 H -1.380 0.622 -1.000  C4 0.991

Results of the Mulliken charge analysis, in e, for atoms 1 through 4: atom 1 (C): -0.94, atom 2 (C): 0.43, atom 3 (N): 0.33, atom 4 (C): -0.70


two.
Entry from OMol25: the ion C3H6N3 with charge +1 (wB97M-V/def2-TZVPD).

Spin multiplicity = 1
LUMO energy = -5.26 eV
Kohn-Sham gap = 9.6 eV
HOMO = -14.81 eV
Total charge = +1
SMILES string = [H]/N=C/C(=[NH2+])N=C

Last columns: bonded neighbours and bond lengths (Å).
CARTESIAN COORDINATES (ANGSTROEM)
1 H 1.157 -2.535 0.082  N2 1.031
2 N 0.669 -1.637 -0.055  H1 1.031, C3 1.275
3 C 1.166 -0.463 -0.028  N2 1.275, C4 1.479, H8 1.078
4 C 0.230 0.681 -0.026  C3 1.479, N5 1.349, N6 1.296
5 N 0.521 1.998 -0.074  C4 1.349, H9 1.010, H10 1.067
6 N -0.978 0.227 -0.142  C4 1.296, C7 1.279
7 C -1.650 -0.849 0.024  N6 1.279, H11 1.130, H12 1.076
8 H 2.203 -0.378 -0.308  C3 1.078
9 H 1.410 2.338 0.263  N5 1.010
10 H -0.318 2.652 0.013  N5 1.067
11 H -2.088 -1.016 1.051  C7 1.130
12 H -2.320 -1.017 -0.801  C7 1.076

Results of the Mulliken charge analysis, in e, for atoms 1 through 4: atom 1 (H): 0.28, atom 2 (N): -0.44, atom 3 (C): 0.00, atom 4 (C): 0.39


three.
Entry from OMol25: the ion C3H6N3 with charge +1 (wB97M-V/def2-TZVPD).

Spin multiplicity = 1
LUMO energy (alpha / beta) = -5.82 / -5.82 eV
Kohn-Sham gap (alpha / beta) = 8.3 / 8.3 eV
HOMO (alpha / beta) = -14.09 / -14.09 eV
Total charge = +1

Last columns: bonded neighbours and bond lengths (Å).
CARTESIAN COORDINATES (ANGSTROEM)
1 C -0.690 0.596 -0.160  N4 1.515, N6 1.244, H7 1.014
2 C 0.248 -0.166 1.930  N4 1.450, H8 1.094, H9 1.182, H10 1.064
3 C 0.098 0.134 -2.327  N6 1.224, H11 1.064, H12 1.167
4 N 0.320 -0.326 0.490  C1 1.515, C2 1.450, N5 1.176
5 N 0.959 -1.166 -0.030  N4 1.176
6 N -0.550 0.591 -1.396  C1 1.244, C3 1.224
7 H -1.417 0.952 0.451  C1 1.014
8 H 1.161 -0.520 2.417  C2 1.094
9 H -0.594 -0.961 2.164  C2 1.182
10 H 0.071 0.791 2.361  C2 1.064
11 H -0.341 -0.695 -2.830  C3 1.064
12 H 0.734 0.771 -3.069  C3 1.167

Results of the Mulliken charge analysis, in e, for atoms 1 through 4: atom 1 (C): -0.03, atom 2 (C): -0.83, atom 3 (C): -0.15, atom 4 (N): 0.61


four.
Entry from OMol25: the ion C3H6N3 with charge +1 (wB97M-V/def2-TZVPD).

Spin multiplicity = 1
LUMO energy (alpha / beta) = -6.82 / -6.76 eV
Kohn-Sham gap (alpha / beta) = 6.9 / 6.8 eV
HOMO (alpha / beta) = -13.70 / -13.61 eV
Total charge = +1
SMILES string = CN1[N+]#CCN1

Last columns: bonded neighbours and bond lengths (Å).
CARTESIAN COORDINATES (ANGSTROEM)
1 C -1.830 -0.808 0.205  N2 1.640, H7 1.090, H8 1.086, H9 1.161
2 N -0.252 -0.364 0.254  C1 1.640, N3 1.245, N6 1.358
3 N 0.607 -0.955 0.934  N2 1.245, C4 1.318
4 C 1.812 -0.490 0.670  N3 1.318, C5 1.454
5 C 1.649 0.679 -0.178  C4 1.454, N6 1.390, H10 1.123, H11 1.130
6 N 0.305 0.600 -0.524  N2 1.358, C5 1.390, H12 1.017
7 H -1.814 -1.895 0.272  C1 1.090
8 H -2.479 -0.176 0.803  C1 1.086
9 H -2.217 -0.595 -0.869  C1 1.161
10 H 1.908 1.515 0.527  C5 1.123
11 H 2.320 1.133 -0.966  C5 1.130
12 H -0.009 1.357 -1.127  N6 1.017

Results of the Mulliken charge analysis, in e, for atoms 1 through 4: atom 1 (C): -0.59, atom 2 (N): 0.74, atom 3 (N): -0.50, atom 4 (C): -0.20


Calculated relative energies: one 2.042; two 0.000; three 2.990; four 4.746, given in eV


one.
Entry from OMol25: the ion C3H2IO3 with charge +1 (wB97M-V/def2-TZVPD).

Spin multiplicity = 1
LUMO energy = -6.39 eV
Kohn-Sham gap = 9.3 eV
HOMO = -15.71 eV
Total charge = +1

Last columns: bonded neighbours and bond lengths (Å).
CARTESIAN COORDINATES (ANGSTROEM)
1 C -0.174 -0.796 0.348  C3 1.472, O6 1.346, I7 2.272, H8 1.089
2 C -2.399 -0.852 0.156  O4 1.150, O5 1.536, O6 1.335
3 C -0.564 0.213 -0.651  C1 1.472, O5 1.269, I7 2.491, H9 1.086
4 O -3.523 -1.091 0.210  C2 1.150
5 O -1.823 0.195 -0.808  C2 1.536, C3 1.269
6 O -1.329 -1.316 0.806  C1 1.346, C2 1.335
7 I 0.556 -1.826 -1.540  C1 2.272, C3 2.491
8 H 0.636 -0.740 1.073  C1 1.089
9 H 0.043 1.014 -1.062  C3 1.086

Results of the Mulliken charge analysis, in e, for atoms 1 through 4: atom 1 (C): -0.19, atom 2 (C): 0.54, atom 3 (C): -0.13, atom 4 (O): -0.24


two.
Entry from OMol25: a cluster of 2 separate species, C3H2IO3 in total (wB97M-V/def2-TZVPD).

Spin multiplicity = 1
LUMO energy = -4.98 eV
Kohn-Sham gap = 9.5 eV
HOMO = -14.47 eV
Total charge = +1

Last columns: bonded neighbours and bond lengths (Å).
CARTESIAN COORDINATES (ANGSTROEM)
1 C 0.358 0.368 -0.331  O6 1.465, I7 2.079, H8 1.160, H9 1.135
2 C 0.810 -1.911 -1.145  O4 1.147, O6 1.174
3 C -1.913 1.159 1.847  O5 1.141
4 O 1.245 -2.692 -1.863  C2 1.147
5 O -2.725 1.821 2.298  C3 1.141
6 O 0.282 -1.085 -0.499  C1 1.465, C2 1.174
7 I 2.056 0.966 0.710  C1 2.079
8 H -0.543 0.585 0.366  C1 1.160
9 H 0.430 0.788 -1.383  C1 1.135

Results of the Mulliken charge analysis, in e, for atoms 1 through 4: atom 1 (C): -0.04, atom 2 (C): 0.77, atom 3 (C): 0.03, atom 4 (O): -0.14


Calculated relative energies: one 0.000; two 0.825, given in eV